{
  "formula": "C27H84O35P8",
  "method": "ωB97M-V/def2-TZVPD",
  "species": ["P", "P", "P", "P", "P", "P", "P", "P", "O", "O", "O", "O", "O", "O", "O", "O", "O", "O", "O", "O", "O", "O", "O", "O", "O", "O", "O", "O", "O", "O", "O", "O", "O", "O", "O", "O", "O", "O", "O", "O", "O", "O", "O", "C", "C", "C", "C", "C", "C", "C", "C", "C", "C", "C", "C", "C", "C", "C", "C", "C", "C", "C", "C", "C", "C", "C", "C", "C", "C", "C", "H", "H", "H", "H", "H", "H", "H", "H", "H", "H", "H", "H", "H", "H", "H", "H", "H", "H", "H", "H", "H", "H", "H", "H", "H", "H", "H", "H", "H", "H", "H", "H", "H", "H", "H", "H", "H", "H", "H", "H", "H", "H", "H", "H", "H", "H", "H", "H", "H", "H", "H", "H", "H", "H", "H", "H", "H", "H", "H", "H", "H", "H", "H", "H", "H", "H", "H", "H", "H", "H", "H", "H", "H", "H", "H", "H", "H", "H", "H", "H", "H", "H", "H", "H"],
  "positions_angstrom": [[-7.9820, -2.7255, -0.1297], [4.0893, 7.3762, 1.6303], [4.9663, -3.1457, -12.2915], [-3.4010, -8.5808, -2.3160], [0.8526, 1.7435, 5.8106], [3.7688, -6.8244, 5.9704], [-0.0126, -0.5314, -0.6658], [-5.7933, 8.2926, 5.4285], [-6.9761, -3.5859, -1.0763], [0.4167, 2.1279, 7.3345], [6.2518, 2.3217, -5.4311], [-0.9210, 0.8486, -0.6674], [1.3366, 5.8327, -2.6688], [4.5626, -2.2265, -13.6380], [2.7418, -5.9779, 6.9317], [5.3007, -4.5980, -12.5091], [-0.2223, -0.9957, -2.2072], [-6.9782, -2.0152, 1.0697], [3.0084, -6.6216, 4.5501], [4.2463, 8.7095, 0.7982], [1.6512, 1.5413, -6.6296], [-7.0511, 7.9892, 4.4040], [-4.7246, 9.1328, 4.7748], [-4.2731, -8.0892, -3.4121], [0.7664, 2.8375, 4.8535], [5.0589, -5.8256, 5.9063], [2.3094, 1.2213, 6.0322], [-5.2753, 6.7512, 5.8178], [-0.0319, 0.4723, 5.4376], [-3.9159, -8.0954, -0.7932], [-8.8126, -1.6866, -0.8219], [4.4604, 6.2179, 0.7423], [-8.7985, -3.8948, 0.6194], [-0.3925, -1.6264, 0.3597], [2.5079, 7.4080, 2.0635], [4.8462, 7.5094, 3.0391], [4.1164, -8.1542, 6.4684], [-3.1458, -10.1951, -2.2419], [1.5415, 0.0237, -0.6661], [6.2059, -2.2889, -11.6308], [-1.8201, -8.0693, -2.4825], [-6.5273, 8.8232, 6.7600], [3.8078, -2.8082, -11.2103], [1.0961, 3.2836, 7.8940], [6.0577, -0.9233, -11.3247], [-3.6722, -11.2027, -3.1479], [3.0890, 0.7204, 4.9583], [6.2543, 3.1836, -4.3258], [1.5150, -6.5658, 7.4676], [5.6547, 6.3854, 3.5087], [2.0902, 8.3768, 2.9807], [5.4236, 8.8636, -0.0038], [-5.9038, -2.9704, -1.7683], [5.0507, -4.4161, 5.6933], [1.0230, 2.7845, -6.8128], [-6.3284, -2.7635, 2.1254], [2.1375, -5.4580, 4.2459], [1.9238, 0.8810, -1.7195], [3.4674, -3.7909, -10.1432], [-0.9506, -8.4288, -1.4483], [-7.8846, 6.8231, 4.6983], [-9.7908, -4.6561, -0.0379], [-3.9636, 6.3207, 5.5076], [-0.8227, 1.8362, 0.2637], [-5.0663, -8.7407, -0.3153], [-0.0630, 5.7264, -2.2667], [-0.2236, -0.5118, 6.3811], [0.7444, -1.8939, -2.7706], [-6.3337, 10.1673, 7.2711], [4.7357, -2.7172, -14.9130], [5.1215, -0.6661, -11.8203], [4.6277, -3.8018, -14.9229], [-1.2202, -0.4954, 6.8221], [-7.8406, 6.3738, 3.7062], [6.6247, 6.7124, 3.8834], [-3.3301, 7.1579, 5.2146], [5.2865, 3.6820, -4.2695], [-1.2134, -9.3760, -0.9771], [-0.6195, 4.8357, -2.5585], [0.0135, -1.4965, 5.9783], [5.5198, 8.0291, -0.6985], [0.2859, -2.8461, -3.0373], [6.3996, 2.7098, -3.3550], [-6.0667, -3.0772, -2.8408], [0.0634, 5.6804, -1.1850], [5.7541, -2.5843, -15.2780], [0.8347, 2.7920, -7.8864], [6.9045, -0.3347, -11.6778], [2.4468, -4.1684, -10.2063], [6.9584, 4.0111, -4.4124], [-6.0396, 10.2165, 8.3196], [5.0974, 5.9430, 4.3344], [2.7500, 9.1629, 3.3478], [1.8351, 5.8349, -1.8484], [5.7425, 5.5463, 2.8186], [4.1810, -4.6116, -10.2163], [6.3094, 8.9597, 0.6241], [2.6529, 0.3956, -2.3683], [-5.7553, -7.8968, -0.3506], [-6.4853, -2.1930, 3.0408], [-7.6206, 6.0861, 5.4567], [1.1734, -1.5103, -3.6963], [4.0807, 0.3867, 5.2637], [5.6137, -3.8021, 6.3963], [1.5934, -2.0738, -2.1111], [-7.1950, 10.8327, 7.2126], [1.2330, 8.8511, 2.5029], [0.7643, -6.6953, 6.6880], [2.3675, 1.7600, -1.2520], [4.0485, -4.0030, 5.8082], [-10.8047, -4.3533, 0.2238], [-1.6710, 2.5085, 0.1352], [0.4582, -0.5446, 7.2309], [5.9051, -0.9032, -10.2457], [5.4311, -4.2229, 4.6903], [5.5043, 9.8601, -0.4380], [0.0746, -8.4682, -1.8164], [2.5753, 1.7150, -6.4363], [-8.9134, 7.1676, 4.8032], [0.0634, 2.7900, -6.2959], [-0.6831, 6.5885, -2.5124], [-5.4711, -9.5420, -0.9334], [1.7225, -7.5728, 7.8298], [-5.7586, -1.9022, -1.6071], [1.1526, -5.7431, 3.8761], [2.6825, -4.8820, 3.4980], [-3.5312, 5.9433, 6.4343], [-5.2477, -2.6580, 2.0297], [4.1203, -2.3003, -15.7102], [-4.9455, -9.1692, 0.6796], [2.0207, -4.7931, 5.1016], [-9.7816, -4.5091, -1.1179], [1.0655, -6.1135, 8.3515], [-5.6201, 10.6223, 6.5842], [-0.8180, -7.7126, -0.6374], [-9.5153, -5.7071, 0.0488], [1.1414, 1.2503, -2.3825], [0.4733, 4.1277, 7.5981], [6.9964, 1.7183, -5.3757], [1.6271, 3.5358, -6.3042], [0.1905, 2.2364, 0.2286], [-3.0736, -11.4089, -4.0352], [0.9667, 3.2559, 8.9759], [-1.1111, 1.3627, 1.2022], [2.5561, -0.1378, 4.5489], [1.6481, 7.8642, 3.8350], [-5.0623, -3.5971, -1.4727], [3.2266, 1.4586, 4.1681], [2.1403, 3.4089, 7.6074], [-3.9292, 5.5971, 4.6931], [-6.6876, -3.7655, 2.3600], [-4.6103, -10.8000, -3.5297], [3.5601, -3.4243, -9.1209], [-3.9832, -12.0396, -2.5225]],
  "de_lowest_kcal_mol": 178.4,
  "max_force_ev_per_a": 5.03,
  "homo_lumo_gap_ev": 10.20,
  "charge": 0
}

---

{
  "formula": "C27H88N26O15",
  "method": "ωB97M-V/def2-TZVPD",
  "species": ["O", "O", "O", "O", "O", "O", "O", "O", "O", "O", "O", "O", "O", "O", "O", "N", "N", "N", "N", "N", "N", "N", "N", "N", "N", "N", "N", "N", "N", "N", "N", "N", "N", "N", "N", "N", "N", "N", "N", "N", "N", "C", "C", "C", "C", "C", "C", "C", "C", "C", "C", "C", "C", "C", "C", "C", "C", "C", "C", "C", "C", "C", "C", "C", "C", "C", "C", "C", "H", "H", "H", "H", "H", "H", "H", "H", "H", "H", "H", "H", "H", "H", "H", "H", "H", "H", "H", "H", "H", "H", "H", "H", "H", "H", "H", "H", "H", "H", "H", "H", "H", "H", "H", "H", "H", "H", "H", "H", "H", "H", "H", "H", "H", "H", "H", "H", "H", "H", "H", "H", "H", "H", "H", "H", "H", "H", "H", "H", "H", "H", "H", "H", "H", "H", "H", "H", "H", "H", "H", "H", "H", "H", "H", "H", "H", "H", "H", "H", "H", "H", "H", "H", "H", "H", "H", "H"],
  "positions_angstrom": [[-4.7953, -0.7679, 1.9096], [2.8216, 3.2412, -4.1141], [-1.8743, -4.5497, -5.7802], [-7.8288, -0.6338, 0.8798], [6.0064, 5.3692, 3.3533], [2.2179, -6.0017, -0.8191], [-0.8183, 1.0147, 1.3425], [-3.6077, 2.7336, -0.8791], [3.8439, -1.3161, -2.1823], [0.9936, -2.3994, -4.4532], [-2.1942, -6.1272, -1.0421], [1.5180, -3.1784, 4.0732], [2.7233, -0.2381, 3.8570], [-0.8714, -0.3229, 4.2408], [1.6726, 5.1681, -1.0289], [-5.6735, 3.5272, -1.5485], [1.3386, -4.3439, -5.6103], [-5.4510, 0.6461, 3.3912], [3.8425, 0.8737, -1.4661], [-0.4612, -5.7136, -2.5220], [1.9625, 0.1352, 1.7040], [-5.3482, 1.6920, -0.0498], [3.2475, 6.3792, 5.5850], [0.5129, -3.3428, 1.3923], [-7.6799, -2.5268, 2.1923], [3.7987, -4.4366, -0.3118], [-2.7076, -5.4212, -3.1060], [1.5852, 3.1900, 0.0436], [-6.5275, -2.2779, 0.0777], [3.0719, -3.0574, -4.8211], [-0.3194, 4.1431, -1.0336], [0.1362, -0.4344, -0.9923], [2.8791, 0.3328, -3.4539], [-1.6605, 1.5367, 5.4343], [2.1680, -3.9626, -1.9073], [-3.9405, -1.0442, 3.9706], [-0.6684, 4.0966, -4.5177], [0.6388, 0.8476, 5.4832], [-1.5966, -2.2990, -5.8115], [-3.7564, -3.2721, -5.5712], [3.6213, -1.4871, 2.2007], [-1.5585, 2.1846, 1.7158], [-1.8045, -5.7891, -2.1523], [2.6147, -4.8597, -0.9917], [0.9989, 4.2238, -0.6326], [1.7220, 4.0720, -4.3976], [6.3777, 4.0400, 3.6975], [1.7509, -3.2307, -4.9239], [5.3362, 6.1150, 4.4249], [0.4451, 3.2142, -4.2312], [3.4859, -0.1410, -2.3907], [0.2304, -3.5700, 3.9069], [4.0449, 3.9162, -4.2649], [-7.3761, -1.7683, 0.9901], [-2.3912, -3.4400, -5.7235], [-0.6613, 0.6253, 4.9963], [3.9306, 5.6263, 4.5925], [2.0249, -3.4464, 5.3990], [0.3402, 2.0644, -5.1882], [-4.6926, -0.4234, 3.0359], [-4.8551, 2.6177, -0.8478], [3.1952, 5.6904, 3.2197], [-1.5449, -0.0189, 0.6344], [-2.3230, -0.8569, -1.6717], [2.7779, -0.5241, 2.6507], [-0.4051, -3.1327, 2.5507], [-1.7174, -3.8083, 2.2066], [-1.2097, 0.0754, -0.8718], [1.8226, -2.6125, 6.0468], [7.1967, 3.6803, 3.1227], [-1.8171, -3.7114, 1.1153], [1.2064, 0.7444, 2.0654], [1.1225, 2.4053, 0.4634], [0.5351, -0.4461, -1.9352], [-2.5979, 0.1395, 0.8738], [1.2567, 1.4817, -5.2385], [4.0921, -2.0447, 2.9127], [0.4958, -4.3427, 1.2835], [-4.1653, -2.3372, -5.6993], [3.4541, -2.6036, -4.0147], [-0.4568, 1.3546, -4.9255], [4.1391, 4.3136, -5.2610], [3.6403, -1.8456, 1.2189], [-6.6429, 3.2350, -1.8264], [-0.9848, 3.4751, -0.6646], [-1.9240, -1.4066, -5.3966], [0.0328, -4.6519, 4.1167], [-3.6680, -5.4956, -2.8091], [-0.9725, 3.0683, 1.9209], [-2.5878, -3.3083, 2.6327], [0.5384, 2.8710, -3.2061], [2.4870, 1.2148, -3.4245], [-2.3760, 2.4111, 1.0413], [-6.0484, -1.6193, -0.5425], [4.0641, 4.7378, -3.5523], [-3.0876, -1.4893, 3.6800], [2.7605, -3.0855, -2.0007], [-0.7364, 5.0341, -1.2593], [1.8998, 4.5351, -5.4036], [-0.7513, 5.0085, -4.0112], [-2.3728, -1.7782, -1.0622], [-6.0253, -3.1671, 0.1670], [1.3353, -4.0098, -2.4003], [3.8108, 6.3864, 6.4397], [3.2787, 6.7163, 2.8696], [-3.3198, -0.3567, -1.6584], [1.6301, 4.9325, -3.7331], [-1.9938, 1.8406, 2.7210], [1.4421, -3.2008, 1.8106], [5.6207, 3.3259, 3.4006], [4.4856, -4.0673, -0.9550], [-1.6003, -4.8893, 2.5262], [-6.1305, 0.8148, 2.7002], [-5.8332, 0.7865, 4.3078], [-2.5544, -5.6897, -4.0608], [6.6193, 3.8553, 4.7862], [0.2479, -6.0637, -1.9303], [-2.4339, 1.6940, 4.8145], [-3.6861, -0.4522, 4.7356], [4.0112, 4.6179, 5.0333], [1.4488, 0.5001, 5.0233], [2.4817, 3.4046, 0.4065], [-0.2433, -5.4020, -3.4195], [-4.8079, 0.9843, 0.3429], [2.0239, -5.0261, -5.7600], [-1.2582, 1.1509, -1.2112], [-0.7068, -2.4191, -5.3445], [-0.4454, -3.1267, 4.7271], [5.3280, 7.1878, 4.1957], [2.2603, -0.2679, -3.9940], [-0.0216, -1.4439, -0.8224], [-6.3194, 1.4681, -0.2399], [5.9750, 6.0759, 5.3550], [-0.4701, -2.0680, 2.6208], [3.6866, 5.1175, 2.4848], [3.0858, -3.5848, 5.3154], [-1.3023, 2.4648, 5.5837], [-1.1519, -0.9936, 0.9613], [1.7116, -0.3821, 0.8535], [3.2343, 7.3566, 5.3155], [4.0504, 0.5008, -0.4943], [3.2232, 1.6421, -1.2462], [0.3802, -4.4075, -5.7680], [-2.0719, -1.1641, -2.7036], [0.2192, 2.3416, -6.2258], [-4.3291, -4.0921, -5.6944], [-1.5812, 3.6288, -4.3345], [3.6440, -3.6992, -5.3578], [-5.2108, 3.9659, -2.3287], [-7.6530, -3.5525, 2.0664], [4.8736, 3.2260, -4.0059], [0.6688, 1.7757, 5.9286], [2.1208, 5.3869, 3.3484], [1.5728, -4.3777, 5.8064], [-8.4916, -2.2200, 2.6673], [4.0605, -5.1851, 0.2710]],
  "de_lowest_kcal_mol": 14.9,
  "max_force_ev_per_a": 4.42,
  "homo_lumo_gap_ev": 9.26,
  "charge": 0
}